Record 1
Formula: C21H28N2O3
Source: the Open Molecules 2025 dataset
Level of theory: wB97M-V/def2-TZVPD

Its SMILES is CCOC(=O)c1cc(-c2ccccc2)n(CCC(=O)N[C@@H](C)CC)c1C. Its multiplicity is 1. The LUMO energy comes out at 0.6894 eV.

Each line ends with the natural charge from an NBO analysis.
Atoms and positions in Å:
C 1.639 -3.433 4.781  -0.633
C 0.362 -3.374 3.954  -0.074
O 0.369 -2.264 3.062  -0.511
C 1.013 -2.432 1.892  0.781
O 1.536 -3.476 1.565  -0.625
C 0.983 -1.218 1.089  -0.212
C 0.381 0.014 1.440  -0.247
C 0.629 0.899 0.422  0.107
C 0.297 2.318 0.406  -0.088
C -0.950 2.733 0.872  -0.181
C -1.281 4.073 0.906  -0.205
C -0.369 5.027 0.485  -0.210
C 0.886 4.631 0.055  -0.225
C 1.222 3.290 0.022  -0.153
N 1.347 0.239 -0.556  -0.331
C 1.650 0.773 -1.862  -0.210
C 1.000 0.013 -3.027  -0.504
C -0.528 0.011 -3.000  0.680
O -1.187 0.618 -3.817  -0.628
N -1.061 -0.756 -2.030  -0.625
C -2.484 -0.992 -1.875  -0.054
C -2.697 -2.469 -1.556  -0.608
C -3.082 -0.092 -0.785  -0.399
C -3.203 1.355 -1.244  -0.604
C 1.579 -1.042 -0.155  0.195
C 2.392 -2.025 -0.915  -0.665
H 1.783 -2.499 5.318  0.209
H 2.493 -3.602 4.129  0.222
H 1.575 -4.249 5.495  0.215
H -0.512 -3.222 4.591  0.187
H 0.246 -4.296 3.375  0.198
H -0.132 0.220 2.356  0.237
H -1.660 1.991 1.203  0.218
H -2.255 4.377 1.261  0.215
H -0.630 6.075 0.504  0.215
H 1.612 5.370 -0.249  0.214
H 2.221 3.001 -0.269  0.202
H 1.295 1.805 -1.890  0.238
H 2.737 0.776 -2.010  0.208
H 1.350 -1.018 -3.063  0.220
H 1.301 0.509 -3.951  0.244
H -0.464 -1.202 -1.351  0.403
H -2.942 -0.740 -2.837  0.222
H -2.243 -3.093 -2.323  0.214
H -2.249 -2.715 -0.595  0.203
H -3.758 -2.696 -1.512  0.215
H -4.071 -0.473 -0.525  0.200
H -2.452 -0.155 0.106  0.199
H -2.229 1.765 -1.497  0.214
H -3.832 1.416 -2.129  0.210
H -3.645 1.970 -0.464  0.202
H 3.188 -1.534 -1.472  0.215
H 1.784 -2.608 -1.609  0.223
H 2.824 -2.730 -0.208  0.270

***

Record 2
Formula: C21H28N3O3PdS3
Source: the Open Molecules 2025 dataset
Level of theory: wB97M-V/def2-TZVPD

Its multiplicity is 3. As for the total charge: -1. The LUMO energy (alpha / beta) comes out at 2.4630 / 2.1803 eV. The expectation value of S² is 2.01.

Each line ends with the Mulliken spin population.
Atoms and positions in Å:
Pd 0.009 -0.190 -0.032  1.337
C 4.941 -5.135 -1.112  0.000
C 4.362 -4.515 0.166  0.001
C 5.218 -4.939 1.367  0.000
C 2.945 -5.050 0.363  0.000
C 4.387 -2.992 0.049  0.002
C 5.622 -2.336 -0.140  -0.002
C 5.732 -0.965 -0.242  0.000
C 4.565 -0.209 -0.156  -0.003
S 4.324 1.513 -0.244  0.007
C 2.608 1.262 -0.046  -0.012
N 2.261 0.019 0.082  0.057
C 3.338 -0.844 0.024  -0.019
C 3.237 -2.231 0.128  0.006
C 1.597 2.347 -0.044  -0.132
C 1.994 3.680 0.010  -0.008
C 1.030 4.676 0.033  0.003
C -0.312 4.312 0.003  0.013
C -0.681 2.974 -0.050  0.020
C 0.250 1.934 -0.077  0.234
H 4.903 -6.225 -1.046  0.000
H 5.982 -4.846 -1.271  0.000
H 4.365 -4.829 -1.985  0.000
H 5.207 -6.026 1.471  0.000
H 4.827 -4.505 2.289  0.000
H 6.256 -4.620 1.258  0.000
H 2.978 -6.140 0.420  0.000
H 2.270 -4.775 -0.447  0.000
H 2.496 -4.682 1.287  0.000
H 6.526 -2.930 -0.205  0.000
H 6.697 -0.497 -0.385  0.000
H 2.254 -2.664 0.257  0.003
H 3.044 3.950 0.045  0.000
H 1.319 5.719 0.078  0.001
H -1.073 5.084 0.023  -0.001
H -1.743 2.739 -0.070  0.016
C -4.800 0.436 1.665  0.001
C -4.071 -0.905 1.623  0.011
C -4.128 -1.564 2.998  -0.001
C -4.717 -1.828 0.585  0.001
N -2.637 -0.641 1.384  -0.004
N -2.295 -0.268 0.047  0.091
H -5.853 0.291 1.917  0.000
H -4.768 0.937 0.695  0.000
H -4.343 1.092 2.406  0.000
H -5.163 -1.708 3.311  0.000
H -3.619 -0.944 3.738  0.000
H -3.641 -2.541 2.975  0.000
H -5.720 -2.111 0.911  0.000
H -4.118 -2.726 0.442  -0.001
H -4.815 -1.337 -0.385  -0.001
H -2.106 -1.497 1.534  -0.001
H -2.737 0.611 -0.185  -0.007
H -2.572 -0.994 -0.618  -0.009
O -0.191 -2.428 0.618  0.061
S -0.646 -3.042 -0.673  -0.003
O -0.025 -4.322 -0.935  0.007
O -2.106 -3.058 -0.729  0.002
S 0.042 -1.638 -2.033  0.328

***

Record 3
Formula: C21H29AuCl5N2Si3
Source: the Open Molecules 2025 dataset
Level of theory: wB97M-V/def2-TZVPD

Its multiplicity is 1. As for the total charge: +1. The LUMO energy (alpha / beta) comes out at -5.7619 / -5.7639 eV.

Each line ends with the natural charge from an NBO analysis.
Atoms and positions in Å:
Au -0.091 0.064 -0.036  1.282
Cl 2.552 -1.058 -1.874  0.035
C 2.892 0.353 -0.915  -0.072
C 1.842 0.944 -0.221  -0.590
C 2.131 2.144 0.415  0.030
Cl 0.870 2.960 1.302  0.002
C 3.401 2.721 0.407  -0.134
Cl 3.707 4.203 1.218  0.079
C 4.436 2.071 -0.267  -0.073
Cl 6.011 2.743 -0.281  0.092
C 4.179 0.877 -0.943  -0.087
Cl 5.437 0.089 -1.803  0.080
C -4.388 1.227 -1.552  -1.099
Si -2.556 0.830 -1.553  1.634
C -2.126 -0.083 -3.128  -1.126
C -1.528 2.402 -1.555  -1.127
C -2.210 -0.191 0.026  -1.541
Si -2.550 -2.066 -0.079  1.718
C -2.196 -2.918 1.558  -1.137
C -4.367 -2.317 -0.485  -1.128
C -1.610 -2.902 -1.478  -1.134
Si -2.785 0.597 1.642  1.718
C -2.930 2.457 1.705  -1.132
C -4.395 -0.072 2.308  -1.141
C -1.319 0.149 2.735  -0.175
C -1.265 0.078 4.118  -0.219
C -0.069 -0.192 4.760  -0.111
C 1.073 -0.386 4.001  -0.224
C 0.985 -0.303 2.628  0.055
N -0.185 -0.041 2.030  -0.465
H -4.601 1.783 -2.468  0.258
H -4.695 1.852 -0.717  0.239
H -5.008 0.332 -1.554  0.250
H -2.168 0.637 -3.949  0.258
H -2.825 -0.883 -3.360  0.247
H -1.120 -0.504 -3.129  0.242
H -1.881 3.003 -2.397  0.266
H -0.462 2.230 -1.727  0.246
H -1.624 2.999 -0.653  0.250
H -3.010 -2.773 2.269  0.241
H -1.271 -2.609 2.040  0.231
H -2.123 -3.992 1.376  0.253
H -5.047 -1.836 0.214  0.241
H -4.570 -3.391 -0.453  0.254
H -4.607 -1.977 -1.492  0.239
H -0.613 -2.526 -1.700  0.240
H -2.192 -2.842 -2.395  0.247
H -1.504 -3.959 -1.229  0.250
H -3.708 2.837 1.047  0.252
H -2.004 2.983 1.480  0.250
H -3.216 2.718 2.727  0.255
H -5.206 0.200 1.630  0.258
H -4.613 0.409 3.264  0.254
H -4.425 -1.148 2.457  0.248
H -2.171 0.230 4.687  0.241
H -0.024 -0.249 5.839  0.243
H 2.031 -0.592 4.455  0.249
H 1.842 -0.437 1.986  0.245
N 1.298 -3.658 0.564  -0.694
C 0.873 -2.601 0.354  0.272
H 1.723 -4.550 0.721  0.465

***

Record 4
Formula: C21H29BBr2N
Source: the Open Molecules 2025 dataset
Level of theory: wB97M-V/def2-TZVPD

Its multiplicity is 1. As for the total charge: +1. The LUMO energy comes out at -4.1435 eV.

Each line ends with the natural charge from an NBO analysis.
Atoms and positions in Å:
Br 6.913 3.314 -2.226  0.096
C 5.234 2.945 -1.443  -0.080
C 5.169 2.435 -0.139  -0.237
C 3.947 2.149 0.434  -0.171
C 2.737 2.250 -0.301  -0.102
C 1.484 1.803 0.267  -0.179
C 0.336 1.612 -0.397  -0.179
C -0.959 1.241 0.225  -0.423
C -2.160 2.010 -0.405  -0.051
C -3.085 2.691 0.385  -0.190
C -4.134 3.442 -0.179  -0.217
C -4.242 3.514 -1.571  -0.090
Br -5.682 4.461 -2.328  0.095
C -3.330 2.841 -2.356  -0.249
C -2.301 2.123 -1.777  -0.155
C 2.817 2.816 -1.598  -0.169
C 4.048 3.120 -2.171  -0.230
H 6.087 2.326 0.443  0.236
H 3.890 1.754 1.448  0.210
H 1.455 1.687 1.358  0.197
H 0.307 1.718 -1.475  0.199
H -0.960 1.476 1.303  0.219
H -2.971 2.678 1.450  0.212
H -4.826 3.958 0.453  0.235
H -3.437 2.905 -3.459  0.236
H -1.548 1.681 -2.437  0.199
H 1.910 2.976 -2.175  0.215
H 4.114 3.546 -3.173  0.236
C -1.637 -4.388 2.357  -0.651
C -0.952 -4.198 1.014  -0.206
N -0.460 -2.733 0.841  -0.528
C 0.587 -2.523 1.937  -0.211
C 1.149 -1.118 1.919  -0.653
C 0.302 -2.684 -0.479  -0.213
C -0.544 -3.161 -1.644  -0.651
B -1.713 -1.872 0.976  0.682
H -1.156 0.219 0.115  0.181
H -2.102 -5.387 2.287  0.259
H -0.915 -4.449 3.176  0.232
H -2.424 -3.650 2.571  0.233
H -0.037 -4.808 0.907  0.234
H -1.644 -4.362 0.168  0.237
H 0.084 -2.717 2.901  0.228
H 1.371 -3.281 1.777  0.222
H 1.845 -1.015 2.772  0.255
H 1.747 -0.909 1.021  0.233
H 0.375 -0.341 2.028  0.228
H 0.644 -1.658 -0.640  0.236
H 1.187 -3.331 -0.352  0.226
H -0.073 -2.814 -2.570  0.255
H -0.545 -4.261 -1.709  0.225
H -1.577 -2.799 -1.630  0.230
H -2.456 -1.877 0.052  -0.077
H -1.869 -1.357 2.046  -0.070